No. 1
C49H64O5Pd | ωB97M-V/def2-TZVPD

Strongest force on any atom   0.64 eV/A
Relative energy (zero: lowest compared OMol25 entry of this formula, charge and spin)   0.124 eV
Charge   -2
Gap between HOMO and LUMO   5.13 eV
Multiplicity   1

Cartesian coordinates (Å):
Pd 0.102 -1.266 -2.990
O 2.763 -0.916 -2.503
O -0.047 1.163 -2.949
O -2.866 -0.814 -2.495
O 0.272 -2.115 -4.912
O -0.024 -1.188 -0.818
C -0.697 5.930 1.252
C -0.120 -6.509 1.251
C -3.279 1.390 2.726
C -0.777 -7.402 0.186
C 2.733 -1.043 -0.203
C -2.907 -0.170 -3.749
C -3.092 0.872 1.303
C 3.022 1.663 0.113
C 2.909 -0.499 1.055
C -2.832 -0.147 -1.310
C -4.569 0.804 3.320
C -2.794 -1.012 -0.198
C 3.379 0.475 3.731
C 1.198 2.914 -1.927
C 0.031 6.108 -0.089
C -2.086 0.962 3.592
C -2.612 -2.498 -0.387
C -0.696 7.188 -0.905
C -0.059 -5.069 0.748
C -0.882 -3.939 -3.792
C -1.150 4.151 -1.198
C 1.165 -3.094 -0.018
C 4.539 2.371 2.629
C 1.126 -4.383 0.497
C -2.546 2.314 -2.146
C -1.234 -4.373 0.455
C 1.444 6.613 0.210
C 3.081 0.871 1.245
C 2.532 -2.530 -0.354
C -3.029 1.696 0.198
C 2.734 -0.315 -3.779
C -2.948 -0.499 1.069
C 2.769 -0.214 -1.337
C 1.641 -3.692 -3.668
C 0.311 -3.009 -3.958
C 0.045 4.787 -0.854
C 1.205 4.125 -1.246
C -1.205 2.947 -1.879
C -0.034 -2.394 -0.341
C 1.271 -7.076 1.544
C -0.945 -6.593 2.543
C -1.253 -3.087 -0.057
C 2.054 2.416 2.919
C 3.262 1.517 2.617
C 2.514 2.244 -2.225
C 2.822 1.173 -1.180
C -0.017 2.262 -2.291
C -3.377 2.915 2.778
C -2.854 1.231 -1.116
H 3.295 3.011 -2.163
H -4.716 1.155 4.348
H 3.060 2.743 0.219
H 2.461 -0.108 3.829
H -3.306 3.098 -2.059
H 2.514 1.867 -3.238
H 1.793 -6.479 2.295
H 1.627 -4.166 -2.683
H 2.007 6.786 -0.710
H 4.694 2.814 3.618
H -3.037 -0.971 -4.475
H -1.955 -6.213 2.389
H 3.250 -3.032 0.303
H 4.480 3.180 1.899
H -0.228 -7.329 -0.754
H -0.480 -5.995 3.330
H 2.079 -4.862 0.704
H -2.194 -4.855 0.634
H -5.432 1.107 2.722
H -1.966 0.340 -3.959
H -2.874 -2.757 -1.415
H 1.836 -4.466 -4.427
H -1.724 5.595 1.098
H -1.811 -3.382 -3.916
H -0.723 6.871 1.813
H -2.571 1.949 -3.163
H -4.221 3.280 2.188
H -0.713 8.143 -0.366
H 1.135 1.826 2.927
H 3.589 0.360 -3.910
H 1.940 3.188 2.155
H -1.159 1.370 3.185
H 2.174 4.557 -1.015
H 3.564 0.977 4.686
H -0.793 -8.450 0.507
H -0.874 -4.405 -2.803
H 4.203 -0.216 3.541
H -1.985 -0.124 3.621
H -4.536 -0.287 3.330
H -0.843 -4.734 -4.552
H -2.208 1.323 4.619
H 1.998 5.896 0.820
H 2.785 -2.813 -1.377
H -2.913 -1.200 1.899
H -0.194 7.337 -1.864
H 2.167 2.905 3.893
H 2.451 -2.962 -3.699
H -3.519 3.238 3.813
H -3.332 -3.003 0.264
H -3.054 2.770 0.325
H 1.885 -7.101 0.642
H -3.756 0.521 -3.804
H -1.804 -7.086 -0.007
H -1.726 6.893 -1.112
H 1.789 0.204 -3.949
H 2.864 -1.179 1.899
H -2.097 4.614 -0.922
H 5.408 1.758 2.379
H -0.190 5.174 1.857
H -1.018 -7.630 2.890
H 1.179 -8.099 1.922
H -2.467 3.382 2.398
H 1.390 7.557 0.760
H 2.808 -1.142 -4.482

***

No. 2
C34H38Br2N6O11Sr | ωB97M-V/def2-TZVPD

Strongest force on any atom   2.19 eV/A
Relative energy (zero: lowest compared OMol25 entry of this formula, charge and spin)   0.000 eV
Charge   +2
Gap between HOMO and LUMO   5.80 eV
Multiplicity   1

Cartesian coordinates (Å):
Sr -4.398 -0.214 1.673
Br -3.403 -5.534 0.853
Br -0.590 -6.941 -0.646
O 0.109 -0.603 6.116
O -1.856 -0.147 1.550
O 1.775 5.237 2.085
O -5.206 2.018 -1.978
O 3.628 -2.558 -5.526
O 3.340 -0.676 -6.585
O -3.862 1.205 -0.462
O 6.107 4.056 -2.518
O 6.090 3.256 -0.494
O 3.153 5.514 3.757
O -0.661 -1.612 7.819
N 5.649 3.345 -1.646
N -4.115 1.962 -1.452
N -1.275 2.026 2.922
N -0.536 -1.469 6.647
N 2.448 4.822 3.046
N 2.979 -1.576 -5.835
C 0.068 -2.182 -3.620
C -0.705 3.262 -2.064
C -2.999 -5.432 -1.040
C 2.958 1.680 -3.608
C 2.355 3.376 3.358
C 3.169 2.842 4.339
C -3.253 3.455 -3.178
C -0.777 -1.183 -4.078
C -0.892 3.974 -3.254
C 0.794 -0.527 -5.725
C -2.810 -3.958 4.148
C -1.775 2.642 -1.443
C 1.483 2.597 2.631
C 2.718 1.067 -1.290
C -0.928 -1.919 0.057
C 1.289 -2.345 -4.243
C -1.160 -0.446 0.343
C -1.298 -2.143 4.431
C 2.248 1.037 -2.600
C 1.426 1.251 2.927
C 2.146 0.701 3.980
C -2.359 -6.717 -1.469
C 1.661 -1.493 -5.247
C 4.491 2.516 -1.981
C 3.846 1.814 -0.989
C -1.254 -2.383 5.782
C -2.047 -2.937 3.577
C -2.192 4.154 -3.733
C -3.034 2.709 -2.030
C -1.871 -3.489 6.323
C 2.995 1.506 4.692
C -2.723 -4.204 5.505
C -0.438 -0.361 -5.142
C 4.086 2.430 -3.309
H -4.255 3.556 -3.575
H -1.758 -3.798 7.353
H 3.580 1.168 5.537
H -1.262 1.149 2.247
H -0.037 4.380 -3.776
H -1.620 0.059 -0.533
H 2.162 0.553 -0.517
H -3.498 -4.539 3.550
H 0.753 2.970 1.927
H -3.408 -4.926 5.932
H -0.161 0.040 0.330
H -1.704 -0.966 -3.550
H 4.556 3.044 -4.065
H -0.843 2.821 2.418
H 1.925 -0.324 4.234
H 1.094 0.020 -6.613
H -1.691 2.177 -0.466
H 4.217 1.866 0.024
H -0.735 -1.326 3.989
H -0.410 -2.046 -0.897
H 0.780 0.554 2.400
H 1.924 -3.174 -3.957
H -1.856 -2.506 -0.024
H -2.372 -4.575 -1.241
H -0.351 -2.357 0.873
H 2.529 1.709 -4.604
H 1.393 0.408 -2.837
H -0.232 -2.810 -2.797
H -2.003 -2.730 2.516
H -2.934 -7.578 -1.154
H 3.971 3.381 4.819
H -1.187 0.335 -5.493
H -3.959 -5.366 -1.546
H -0.749 1.941 3.805
H -2.251 2.268 3.083
H 0.301 3.154 -1.671
H -2.149 -6.768 -2.531
H -2.351 4.830 -4.564

***

No. 3
C64H48F4N2O4P2Pd | ωB97M-V/def2-TZVPD

Strongest force on any atom   2.25 eV/A
Relative energy (zero: lowest compared OMol25 entry of this formula, charge and spin)   1.276 eV
Charge   -2
Gap between HOMO and LUMO   4.93 eV
Multiplicity   1

Cartesian coordinates (Å):
Pd -0.454 -1.457 1.338
P 1.200 -1.895 2.794
P -2.185 -2.851 1.085
F 5.241 -0.611 -2.529
F -2.466 2.538 4.464
F 4.852 2.027 1.406
F -4.825 2.449 0.358
O -1.065 6.713 5.748
O -1.927 5.457 -5.445
O 0.153 5.156 -6.090
O -2.102 8.024 4.318
N -1.353 7.049 4.579
N -0.734 5.160 -5.206
C 0.821 -0.189 5.006
C -0.281 0.593 0.533
C 3.179 0.498 -2.065
C -0.386 -3.329 4.561
C 0.080 4.875 1.237
C -1.464 1.229 1.183
C 5.128 -2.833 0.597
C 5.178 -2.224 1.856
C -1.046 4.554 -1.579
C 3.998 -1.901 2.525
C 4.505 0.239 -1.735
C -1.219 6.735 2.187
C -4.900 -0.925 -1.310
C 4.284 1.421 0.295
C -3.827 -4.023 3.056
C -0.609 -5.125 1.229
C -3.680 2.200 1.080
C 2.355 1.190 -1.143
C -1.182 -7.277 0.288
C 1.756 -4.355 4.037
C 2.755 -2.184 1.926
C 0.327 4.435 -1.206
C -1.435 1.568 2.553
C 1.753 2.050 5.094
C -0.117 0.908 -0.890
C -3.665 2.577 2.421
C 3.897 -3.085 -0.011
C -2.692 -5.396 0.009
C 0.098 -5.572 5.324
C 2.389 1.840 3.868
C 2.909 1.549 0.106
C -1.808 -4.583 0.741
C -0.780 -4.490 5.224
C -0.010 5.192 3.672
C -4.823 -2.753 4.864
C -3.202 -1.888 -2.745
C -4.286 -1.573 4.338
C -3.290 -2.837 2.521
C -2.618 1.565 0.440
C -1.394 4.772 -2.891
C -3.086 -2.202 -0.344
C 0.982 4.627 -3.545
C -0.295 -6.463 0.998
C 1.324 4.439 -2.232
C 0.867 -3.270 3.923
C -4.407 -1.194 -2.591
C 2.710 -2.773 0.651
C -2.521 2.222 3.126
C 0.427 4.484 2.574
C -4.244 -1.426 -0.186
C 2.285 0.603 3.235
C -2.530 -2.375 -1.623
C -3.525 -1.614 3.170
C -2.381 -6.743 -0.197
C 0.971 1.492 -1.493
C 1.485 -0.411 3.786
C 1.374 -5.489 4.758
C -4.586 -3.974 4.225
C -0.831 6.323 3.473
C 0.697 4.207 0.140
C -0.786 6.017 1.094
C -0.381 4.826 -3.870
C 0.981 1.034 5.662
C 5.133 0.788 -0.613
H 2.846 0.405 2.319
H -1.572 -2.887 -1.731
H -1.866 7.609 2.100
H -2.700 1.295 -0.615
H -0.219 -6.478 5.842
H -4.460 -0.613 4.826
H -5.424 -2.717 5.774
H 1.741 -2.996 0.195
H 2.072 -6.320 4.866
H 1.877 3.005 5.608
H -4.632 -1.224 0.811
H 6.204 0.702 -0.442
H 2.733 -4.312 3.554
H 2.993 2.627 3.414
H -5.806 -0.330 -1.182
H 0.646 -6.864 1.378
H -3.647 -4.978 2.560
H 0.205 -0.973 5.446
H 6.142 -2.020 2.330
H -1.821 4.453 -0.817
H 1.645 3.704 0.340
H 0.501 1.195 6.630
H 1.725 4.644 -4.340
H -1.074 6.361 0.104
H -3.612 -4.974 -0.401
H 0.241 4.906 4.693
H -1.067 -2.476 4.497
H -4.963 -0.859 -3.469
H 6.050 -3.125 0.092
H 2.363 4.269 -1.949
H 4.048 -1.457 3.520
H 2.268 1.973 0.879
H -0.933 -8.324 0.110
H -4.994 -4.895 4.642
H 3.854 -3.548 -0.998
H -2.428 4.919 -3.196
H 2.747 0.133 -3.000
H 0.075 -4.479 1.786
H -0.981 0.684 -1.519
H -4.494 3.106 2.885
H -3.076 -7.379 -0.746
H 1.075 3.613 2.710
H -0.574 1.293 3.168
H 0.826 1.919 -2.487
H 0.646 0.703 1.122
H -1.782 -4.545 5.653
H -3.089 -0.699 2.760
H -2.786 -2.058 -3.739

***

No. 4
C4H10N2 | ωB97M-V/def2-TZVPD

Strongest force on any atom   3.55 eV/A
Relative energy (zero: lowest compared OMol25 entry of this formula, charge and spin)   1.618 eV
Charge   -1
Gap between HOMO and LUMO (spin up / spin down)   3.46 / 6.63 eV
⟨S²⟩   0.7545
Multiplicity   2

Cartesian coordinates (Å):
N -1.718 0.039 -0.931
N 0.975 -0.437 -0.863
C -1.136 0.869 0.141
C 0.483 -1.059 0.450
C -0.376 0.020 1.202
C 2.299 -0.176 -0.968
H 1.502 -1.243 0.865
H -0.069 -1.971 0.293
H -1.854 1.619 0.607
H -1.984 0.739 -1.645
H -0.496 1.585 -0.419
H 0.362 0.609 1.769
H -1.134 -0.486 1.939
H 3.148 -0.473 -0.280
H -2.614 -0.357 -0.656
H 2.612 0.723 -1.502

***

No. 5
CF2O3S | ωB97M-V/def2-TZVPD

Strongest force on any atom   3.85 eV/A
Relative energy (zero: lowest compared OMol25 entry of this formula, charge and spin)   2.273 eV
Gap between HOMO and LUMO   10.15 eV
Multiplicity   1

Cartesian coordinates (Å):
S -1.225 -0.455 0.219
F 2.400 0.124 0.131
F -1.981 1.069 0.388
O 0.484 0.991 -0.565
O -1.275 -1.143 -1.010
O 0.490 -0.744 0.780
C 1.108 0.157 0.057

***

No. 6
C8H10ClCuN2 | ωB97M-V/def2-TZVPD

Strongest force on any atom   3.25 eV/A
Relative energy (zero: lowest compared OMol25 entry of this formula, charge and spin)   0.607 eV
Charge   +1
Gap between HOMO and LUMO (spin up / spin down)   5.57 / 3.23 eV
⟨S²⟩   0.7624
Multiplicity   2

Cartesian coordinates (Å):
Cu -19.843 11.026 30.678
Cl -17.542 10.617 29.724
N -15.921 11.549 32.404
N -15.964 7.632 30.733
C -14.712 7.138 30.893
C -15.365 10.878 34.488
C -16.123 5.764 32.010
C -15.498 10.498 33.123
C -16.835 6.838 31.437
C -14.766 6.013 31.663
C -15.984 12.629 33.232
C -15.617 12.287 34.508
H -15.575 12.894 35.400
H -14.941 10.359 35.335
H -16.185 8.415 30.134
H -16.395 13.547 32.837
H -17.902 7.000 31.473
H -15.222 9.569 32.646
H -16.534 5.002 32.656
H -13.875 7.664 30.458
H -16.058 11.575 31.403
H -13.935 5.376 31.928

***

No. 7
C2ClF2O2 | ωB97M-V/def2-TZVPD

Strongest force on any atom   2.52 eV/A
Relative energy (zero: lowest compared OMol25 entry of this formula, charge and spin)   0.822 eV
Charge   -1
Gap between HOMO and LUMO   7.00 eV
Multiplicity   1

Cartesian coordinates (Å):
Cl 2.153 -0.377 -1.276
F 1.359 -0.106 1.260
F 0.955 1.492 -0.224
O -1.641 -1.400 0.639
O -2.026 0.603 -0.410
C -1.672 -0.381 0.069
C 0.872 0.169 -0.058

***

No. 8
C4H4Cl2N2 | ωB97M-V/def2-TZVPD

Strongest force on any atom   5.07 eV/A
Relative energy (zero: lowest compared OMol25 entry of this formula, charge and spin)   3.010 eV
Gap between HOMO and LUMO   7.92 eV
Multiplicity   1

Cartesian coordinates (Å):
Cl 3.175 -0.486 2.182
Cl 2.097 -1.982 -0.022
N -1.206 -0.255 0.418
N -1.036 1.044 0.781
C -0.605 1.631 -0.302
C -0.807 -0.514 -0.764
C 1.813 -1.128 1.544
C -0.491 0.673 -1.383
H -1.586 -0.942 1.095
H -1.025 -1.457 -1.113
H -0.492 2.690 -0.154
H 0.162 0.726 -2.282

***

No. 9
C3H7PS | ωB97M-V/def2-TZVPD

Strongest force on any atom   3.20 eV/A
Relative energy (zero: lowest compared OMol25 entry of this formula, charge and spin)   0.856 eV
Gap between HOMO and LUMO   8.58 eV
SMILES   C/C=P/SC
Multiplicity   1

Cartesian coordinates (Å):
S -0.367 -1.639 -1.154
P -0.412 0.162 0.184
C 1.283 2.241 0.528
C -1.693 -2.490 -0.288
C 0.976 0.989 -0.255
H -1.837 -1.744 0.585
H -2.486 -2.452 -0.973
H -1.421 -3.447 0.118
H 2.340 2.114 1.035
H 0.479 2.397 1.312
H 1.370 3.152 -0.206
H 1.767 0.717 -0.885